# C45H115N5O15

10 unconnected molecules or ions with the total composition C45H115N5O15 at a distorted geometry (ωB97M-V/def2-TZVPD, OMol25).

Last column: Löwdin charge in e.
Element x y z (Å)
C (-2.81, 6.13, -7.09)  -0.11
O (-2.66, 5.43, -5.87)  -0.21
C (-3.79, 5.56, -5.02)  -0.22
C (-3.53, 4.72, -3.78)  -0.21
N (-3.68, 3.31, -4.12)  -0.03
C (-3.05, 2.48, -3.11)  -0.23
C (-3.31, 1.00, -3.31)  -0.22
O (-2.53, 0.60, -4.43)  -0.21
C (-2.93, -0.67, -4.92)  -0.10
H (-1.82, 6.22, -7.51)  0.09
H (-3.25, 7.12, -6.92)  0.08
H (-3.46, 5.57, -7.77)  0.09
H (-4.68, 5.17, -5.53)  0.13
H (-3.94, 6.62, -4.81)  0.12
H (-4.15, 5.02, -2.93)  0.12
H (-2.50, 4.93, -3.45)  0.11
H (-3.27, 3.17, -5.04)  0.10
H (-3.44, 2.71, -2.12)  0.11
H (-1.97, 2.65, -3.05)  0.10
H (-4.37, 0.85, -3.54)  0.13
H (-3.04, 0.40, -2.44)  0.09
H (-2.86, -1.36, -4.07)  0.09
H (-2.26, -1.09, -5.67)  0.08
H (-3.95, -0.62, -5.33)  0.09
C (5.94, -0.35, -1.29)  -0.13
O (6.40, -1.42, -2.06)  -0.19
C (7.75, -1.74, -1.73)  -0.22
C (8.20, -2.94, -2.60)  -0.19
N (7.12, -3.89, -2.90)  -0.05
C (6.82, -4.69, -1.69)  -0.20
C (5.59, -5.53, -2.03)  -0.21
O (4.46, -4.69, -1.86)  -0.20
C (3.23, -5.25, -2.18)  -0.14
H (6.62, 0.52, -1.30)  0.09
H (5.83, -0.53, -0.22)  0.09
H (4.99, 0.02, -1.66)  0.07
H (7.82, -1.91, -0.65)  0.12
H (8.38, -0.89, -1.99)  0.12
H (9.06, -3.47, -2.19)  0.11
H (8.54, -2.46, -3.52)  0.11
H (6.29, -3.31, -3.03)  0.09
H (6.65, -4.15, -0.75)  0.12
H (7.67, -5.34, -1.45)  0.12
H (5.54, -6.37, -1.32)  0.12
H (5.64, -5.79, -3.08)  0.12
H (2.40, -4.57, -2.03)  0.06
H (3.04, -6.16, -1.60)  0.08
H (3.17, -5.63, -3.21)  0.09
C (-2.76, -2.05, 4.17)  -0.12
O (-2.85, -1.06, 5.16)  -0.18
C (-1.62, -0.39, 5.42)  -0.22
C (-1.87, 0.62, 6.51)  -0.19
N (-0.71, 1.39, 6.94)  -0.06
C (0.11, 1.92, 5.87)  -0.23
C (1.09, 2.90, 6.46)  -0.24
O (0.40, 4.00, 7.01)  -0.20
C (1.29, 5.02, 7.42)  -0.11
H (-2.29, -1.73, 3.23)  0.08
H (-3.76, -2.31, 3.81)  0.08
H (-2.21, -2.91, 4.56)  0.09
H (-1.36, 0.13, 4.49)  0.10
H (-0.86, -1.14, 5.68)  0.12
H (-2.27, 0.09, 7.38)  0.12
H (-2.64, 1.29, 6.10)  0.12
H (-1.02, 2.14, 7.54)  0.10
H (-0.47, 2.48, 5.12)  0.13
H (0.69, 1.11, 5.41)  0.12
H (1.75, 3.24, 5.64)  0.12
H (1.69, 2.45, 7.25)  0.13
H (1.69, 5.44, 6.49)  0.09
H (2.13, 4.64, 8.03)  0.09
H (0.80, 5.75, 8.05)  0.09
C (2.48, -1.93, -1.01)  -0.09
O (1.13, -1.58, -0.76)  -0.19
C (0.66, -0.63, -1.68)  -0.22
C (-0.72, -0.15, -1.26)  -0.17
N (-0.85, 0.08, 0.19)  -0.04
C (-0.03, 1.20, 0.66)  -0.17
C (0.26, 1.15, 2.14)  -0.20
O (1.06, 0.07, 2.60)  -0.20
C (2.37, 0.04, 2.04)  -0.09
H (2.73, -2.77, -0.37)  0.09
H (3.19, -1.15, -0.71)  0.07
H (2.62, -2.14, -2.07)  0.10
H (0.56, -1.06, -2.69)  0.13
H (1.40, 0.17, -1.78)  0.10
H (-1.47, -0.90, -1.51)  0.12
H (-1.00, 0.75, -1.81)  0.10
H (-0.48, -0.77, 0.62)  0.11
H (-0.50, 2.17, 0.45)  0.10
H (0.94, 1.22, 0.15)  0.10
H (-0.59, 1.16, 2.83)  0.10
H (0.82, 2.06, 2.39)  0.13
H (2.87, -0.86, 2.40)  0.08
H (2.90, 0.88, 2.48)  0.08
H (2.43, 0.04, 0.95)  0.06
C (-0.26, -7.24, -2.16)  -0.10
O (-0.82, -6.64, -1.01)  -0.17
C (-0.45, -5.29, -0.93)  -0.24
C (-1.18, -4.64, 0.23)  -0.21
N (-2.64, -4.71, 0.10)  -0.05
C (-3.29, -4.10, 1.26)  -0.22
C (-4.78, -4.37, 1.23)  -0.22
O (-5.43, -3.46, 2.09)  -0.21
C (-6.79, -3.27, 1.79)  -0.12
H (-0.44, -8.31, -2.18)  0.09
H (0.83, -7.07, -2.13)  0.07
H (-0.67, -6.83, -3.08)  0.09
H (-0.76, -4.70, -1.80)  0.13
H (0.63, -5.19, -0.82)  0.10
H (-0.90, -3.60, 0.41)  0.11
H (-0.95, -5.23, 1.13)  0.11
H (-2.90, -5.69, 0.21)  0.11
H (-3.12, -3.02, 1.38)  0.09
H (-2.86, -4.54, 2.18)  0.12
H (-5.05, -5.41, 1.41)  0.13
H (-5.09, -4.15, 0.19)  0.12
H (-7.15, -2.43, 2.39)  0.09
H (-7.40, -4.13, 2.07)  0.09
H (-6.93, -2.89, 0.77)  0.09
C (-1.34, 4.89, -0.17)  -0.06
C (-2.26, 5.20, 1.00)  -0.46
C (-3.65, 5.60, 0.49)  -0.06
O (-2.42, 4.01, 1.77)  -0.08
H (-0.39, 4.54, 0.26)  0.06
H (-1.17, 5.76, -0.80)  0.08
H (-1.72, 4.04, -0.74)  0.06
H (-1.83, 6.01, 1.60)  0.14
H (-4.10, 4.79, -0.10)  0.07
H (-3.60, 6.41, -0.24)  0.07
H (-4.31, 5.86, 1.31)  0.08
H (-2.84, 3.32, 1.21)  0.04
C (-5.24, 1.94, 1.57)  -0.04
C (-3.99, 1.09, 1.33)  -0.46
C (-4.32, -0.36, 0.95)  -0.04
O (-3.23, 1.69, 0.30)  -0.10
H (-5.89, 1.39, 2.26)  0.08
H (-5.87, 2.20, 0.72)  0.08
H (-4.95, 2.85, 2.10)  0.07
H (-3.43, 1.08, 2.27)  0.14
H (-5.02, -0.40, 0.11)  0.09
H (-4.77, -0.98, 1.72)  0.06
H (-3.38, -0.82, 0.63)  0.06
H (-2.44, 1.15, 0.13)  0.04
C (2.99, 4.18, -0.84)  -0.04
C (3.89, 2.94, -0.68)  -0.49
C (4.36, 2.80, 0.74)  -0.06
O (3.18, 1.79, -1.12)  -0.09
H (2.68, 4.29, -1.87)  0.07
H (3.49, 5.09, -0.50)  0.08
H (2.13, 4.11, -0.16)  0.07
H (4.76, 3.08, -1.34)  0.14
H (4.82, 1.84, 0.94)  0.07
H (3.53, 2.92, 1.45)  0.07
H (5.08, 3.59, 0.97)  0.09
H (2.85, 2.00, -2.02)  0.04
C (2.75, -3.52, 4.35)  -0.05
C (1.22, -3.56, 4.29)  -0.48
C (0.79, -3.51, 2.83)  -0.06
O (0.83, -4.78, 4.91)  -0.05
H (3.11, -3.93, 5.29)  0.08
H (3.12, -2.49, 4.30)  0.07
H (3.15, -4.14, 3.55)  0.08
H (0.80, -2.74, 4.88)  0.12
H (1.21, -2.67, 2.28)  0.07
H (-0.29, -3.61, 2.70)  0.05
H (1.20, -4.39, 2.33)  0.09
H (0.03, -5.13, 4.50)  0.08
C (0.35, 3.34, -4.58)  -0.04
C (1.01, 2.05, -4.12)  -0.47
C (0.88, 0.97, -5.17)  -0.04
O (2.39, 2.26, -3.81)  -0.06
H (0.42, 4.14, -3.84)  0.08
H (-0.70, 3.19, -4.84)  0.07
H (0.85, 3.74, -5.47)  0.09
H (0.53, 1.77, -3.18)  0.12
H (1.44, 1.26, -6.07)  0.09
H (-0.15, 0.83, -5.51)  0.07
H (1.33, 0.03, -4.83)  0.08
H (2.88, 2.47, -4.61)  0.11

E_LUMO: 0.0168 Ha
HOMO: -8.38 eV
2S+1: 1
SMILES: COCCNCCOC.COCCNCCOC.COCCNCCOC.COCCNCCOC.COCCNCCOC.CC(C)O.CC(C)O.CC(C)O.CC(C)O.CC(C)O
ΔE to the lowest compared entry with this formula, charge and spin: 26.58 kcal/mol
Molar mass: 966.43 g mol⁻¹
E: -86686.752 eV
Kohn-Sham gap: 8.834 eV